Density functional theory data (the ωB97M-V functional and the def2-TZVPD basis) for a 3-piece molecular cluster, C5H14O2 overall at a distorted geometry.

Output
SMILES   CC=C(C)C.O.O
Relative energy (zero: lowest compared OMol25 entry of this formula, charge and spin)   1.3344 eV
HOMO energy   -8.7790 eV
Frontier orbital gap   0.35272 Eh

Geometry as XYZ:
```
21
C5H14O2, DFT the ωB97M-V functional and the def2-TZVPD basis
C 0.468 -2.034 -0.718
C -0.557 -0.990 -0.466
C -0.834 -0.498 0.711
C -1.823 0.636 0.845
C -0.230 -0.927 2.048
H 0.036 -3.038 -0.709
H 0.999 -1.691 -1.573
H 1.201 -2.061 0.082
H -1.060 -0.621 -1.404
H -2.703 0.243 1.399
H -2.125 0.993 -0.091
H -1.456 1.412 1.530
H 0.094 -0.202 2.801
H 0.688 -1.474 1.818
H -0.924 -1.722 2.322
O 3.054 -0.363 2.801
H 2.565 -0.649 3.585
H 3.581 -1.069 2.451
O -0.655 3.533 -4.866
H -1.450 3.783 -4.362
H -1.065 3.779 -5.796
```

***

Density functional theory data (the ωB97M-V functional and the def2-TZVPD basis) for a 3-piece molecular cluster, C5H14O2 overall at a distorted geometry.

Output
SMILES   C/C=C/CC.O.O
Relative energy (zero: lowest compared OMol25 entry of this formula, charge and spin)   2.1110 eV
HOMO energy   -8.1736 eV
Frontier orbital gap   0.32805 Eh

Geometry as XYZ:
```
21
C5H14O2, DFT the ωB97M-V functional and the def2-TZVPD basis
C 0.563 -3.314 2.544
C 0.899 -3.154 1.075
C 0.526 -2.119 0.288
C 1.379 -1.662 -0.837
C 1.907 -0.221 -0.607
H 1.144 -4.112 2.995
H -0.490 -3.615 2.635
H 0.698 -2.365 3.036
H 1.250 -4.083 0.628
H -0.527 -1.843 0.356
H 2.243 -2.304 -1.032
H 0.925 -1.602 -1.835
H 2.511 -0.020 0.273
H 1.064 0.450 -0.768
H 2.567 -0.046 -1.463
O -1.646 5.563 -1.693
H -0.816 5.879 -1.322
H -2.282 6.284 -1.633
O -4.234 4.331 -0.749
H -4.020 3.470 -0.386
H -3.659 4.483 -1.504
```

***

Density functional theory data (the ωB97M-V functional and the def2-TZVPD basis) for a 4-piece molecular cluster, C5H14O3 overall at a distorted geometry.

Output
SMILES   C=C/C=C/C.O.O.O
Relative energy (zero: lowest compared OMol25 entry of this formula, charge and spin)   0.9893 eV
HOMO energy   -8.3631 eV
Frontier orbital gap   0.33614 Eh

Geometry as XYZ:
```
22
C5H14O3, DFT the ωB97M-V functional and the def2-TZVPD basis
C -1.772 1.612 0.271
C -1.641 0.311 0.043
C -0.342 -0.289 -0.320
C -0.112 -1.428 -0.967
C 1.295 -1.814 -1.348
H -2.722 2.039 0.568
H -0.927 2.292 0.213
H -2.579 -0.244 0.044
H 0.468 0.410 -0.127
H -0.933 -1.993 -1.397
H 1.468 -2.843 -1.013
H 1.335 -1.909 -2.437
H 2.060 -1.160 -0.952
O 1.287 1.346 -3.179
H 2.101 1.433 -3.660
H 0.530 1.799 -3.541
O -0.369 -1.190 2.731
H -0.869 -0.528 2.220
H -0.912 -1.214 3.538
O 0.938 1.240 2.765
H 0.839 1.824 3.496
H 0.858 0.305 3.052
```

***

Density functional theory data (the ωB97M-V functional and the def2-TZVPD basis) for a 4-piece molecular cluster, C5H14O3 overall.

Output
SMILES   C=CC(=C)C.O.O.O
Relative energy (zero: lowest compared OMol25 entry of this formula, charge and spin)   0.4421 eV
HOMO energy   -9.2075 eV
Frontier orbital gap   0.36267 Eh

Geometry as XYZ:
```
22
C5H14O3, DFT the ωB97M-V functional and the def2-TZVPD basis
C -0.599 0.994 1.851
C -0.290 -0.113 1.188
C 0.567 -0.163 -0.015
C 1.558 0.717 -0.209
C 0.290 -1.272 -0.981
H -0.256 1.976 1.544
H -1.234 0.976 2.728
H -0.729 -1.056 1.496
H 2.189 0.640 -1.085
H 1.792 1.477 0.525
H -0.731 -1.225 -1.363
H 0.402 -2.229 -0.470
H 0.972 -1.252 -1.832
O -1.129 2.049 -1.611
H -0.921 2.075 -2.552
H -0.343 1.662 -1.192
O 2.314 -2.258 1.670
H 3.109 -2.389 2.192
H 2.365 -1.345 1.344
O -2.968 -0.119 -1.073
H -3.888 0.145 -0.976
H -2.469 0.711 -1.178
```

***

Density functional theory data (the ωB97M-V functional and the def2-TZVPD basis) for a 2-piece molecular cluster, C5H14O3 overall at a distorted geometry.

Output
SMILES   OCCCCCO.O
Relative energy (zero: lowest compared OMol25 entry of this formula, charge and spin)   1.8156 eV
HOMO energy   -10.1478 eV
Frontier orbital gap   0.39693 Eh

Geometry as XYZ:
```
22
C5H14O3, DFT the ωB97M-V functional and the def2-TZVPD basis
O -3.028 0.210 0.597
C -1.842 -0.581 1.023
C -0.768 -0.873 -0.072
C 0.537 -0.955 0.745
C 1.766 -1.031 -0.205
C 2.093 0.437 -0.614
O 1.986 1.169 0.626
H -2.840 0.677 -0.244
H -1.457 -0.116 1.906
H -2.316 -1.449 1.535
H -0.675 -0.058 -0.730
H -0.892 -1.832 -0.651
H 0.511 -1.948 1.198
H 0.639 -0.205 1.513
H 2.531 -1.215 0.459
H 1.533 -1.660 -1.041
H 1.236 0.855 -1.303
H 2.987 0.775 -1.056
H 2.883 1.463 0.947
O -1.721 2.367 -1.874
H -1.675 1.465 -1.909
H -1.490 2.506 -0.849
```

***

Density functional theory data (the ωB97M-V functional and the def2-TZVPD basis) for a 2-piece molecular cluster, C5H14O4S2 overall at a distorted geometry.

Output
HOMO energy   -9.0984 eV
Frontier orbital gap   0.36054 Eh

Geometry as XYZ:
```
25
C5H14O4S2, DFT the ωB97M-V functional and the def2-TZVPD basis
C 1.839 -0.588 1.399
C 0.928 -1.804 1.608
C -0.485 -1.435 2.010
O -1.384 -1.671 0.907
S -2.968 -1.307 1.106
O -3.081 0.053 0.671
O -3.150 -1.272 2.716
H 1.823 -0.234 0.375
H 1.514 0.199 2.067
H 2.853 -0.866 1.664
H 0.907 -2.464 0.750
H 1.343 -2.387 2.422
H -0.531 -0.407 2.355
H -0.778 -2.070 2.840
H -2.565 -0.611 3.129
C -0.557 0.731 -2.762
S 1.205 1.082 -2.750
O 1.710 0.682 -1.408
C 1.046 2.871 -2.735
H -0.683 -0.348 -2.728
H -1.028 1.183 -1.889
H -0.996 1.122 -3.680
H 0.466 3.179 -1.865
H 0.560 3.198 -3.654
H 2.046 3.296 -2.680
```

***

Density functional theory data (the ωB97M-V functional and the def2-TZVPD basis) for a 2-piece molecular cluster, C5H14O5 overall.

Output
SMILES   CO[C@@H](C)O.COC(O)O
Relative energy (zero: lowest compared OMol25 entry of this formula, charge and spin)   1.2323 eV
HOMO energy   -10.4651 eV
Frontier orbital gap   0.41448 Eh

Geometry as XYZ:
```
24
C5H14O5, DFT the ωB97M-V functional and the def2-TZVPD basis
C -2.706 1.463 0.609
O -1.636 2.282 0.185
C -0.607 1.612 -0.458
C 0.373 2.654 -0.987
O 0.026 0.730 0.456
H -2.414 0.822 1.443
H -3.069 0.836 -0.214
H -3.493 2.141 0.930
H -1.014 1.006 -1.295
H 0.749 3.239 -0.153
H 1.201 2.166 -1.494
H -0.140 3.313 -1.679
H 0.676 0.201 -0.038
C 2.252 -2.251 -0.793
O 1.003 -1.687 -0.452
C 0.397 -2.272 0.689
O -0.904 -1.868 0.729
O 1.110 -1.954 1.831
H 2.610 -1.696 -1.657
H 2.960 -2.158 0.035
H 2.139 -3.307 -1.052
H 0.415 -3.368 0.608
H -0.908 -0.889 0.727
H 0.982 -1.014 2.030
```

***

Density functional theory data (the ωB97M-V functional and the def2-TZVPD basis) for a 2-piece molecular cluster, C5H14OP overall at a distorted geometry.

Output
Relative energy (zero: lowest compared OMol25 entry of this formula, charge and spin)   2.0769 eV
HOMO energy   -14.9081 eV
Frontier orbital gap   0.43148 Eh
Net charge   +1

Geometry as XYZ:
```
21
C5H14OP, DFT the ωB97M-V functional and the def2-TZVPD basis
C -1.694 0.253 -1.856
C -0.024 0.558 2.128
C 2.717 -0.419 -0.728
C -0.456 0.750 -1.093
C -1.484 0.110 2.010
O -0.249 -1.668 0.371
P -0.436 -0.118 0.527
H -1.818 -0.756 -1.771
H -2.670 0.661 -1.468
H -1.643 0.623 -2.953
H 0.057 1.641 2.088
H 0.602 -0.064 2.755
H 2.492 -0.740 -1.729
H 3.685 -0.144 -0.628
H 2.647 -1.215 0.113
H 1.934 0.299 -0.394
H -0.669 1.775 -0.943
H 0.510 0.562 -1.423
H -2.324 0.876 1.898
H -1.800 -0.875 2.460
H 0.625 -2.107 0.637
```

***

Among the records above, which one has the lowest HOMO energy?
C5H14OP

***

Which of these has the lowest HOMO energy?
C5H14OP